<a>
The following is a DFT calculation (ωB97M-V with the def2-TZVPD basis set) of a 2-piece molecular cluster, C5H7NO4 overall.

Each line ends with the natural charge from an NBO analysis.
CARTESIAN COORDINATES (ANGSTROEM)
O: -2.927 -0.401 1.618  -0.698
C: -2.578 0.110 0.373  -0.159
C: -1.135 0.524 0.310  0.522
O: -0.438 0.531 1.302  -0.513
C: -0.593 0.919 -1.036  -0.025
O: 0.654 1.565 -1.037  -0.410
C: 0.629 0.261 -1.556  -0.019
C: 1.343 -0.765 -0.796  0.257
N: 1.810 -1.685 -0.270  -0.288
H: -2.199 -0.233 2.232  0.493
H: -2.765 -0.631 -0.424  0.198
H: -3.177 1.004 0.111  0.195
H: -1.321 1.272 -1.773  0.210
H: 0.737 0.169 -2.641  0.234
O: 4.378 -0.843 1.189  -0.949
H: 3.729 -0.141 1.351  0.469
H: 3.853 -1.656 1.048  0.482

charge	0


<b>
The following is a DFT calculation (ωB97M-V with the def2-TZVPD basis set) of C5H7NO4 as an isolated structure.

Each line ends with the natural charge from an NBO analysis.
CARTESIAN COORDINATES (ANGSTROEM)
O: -1.945 -2.300 0.739  -0.512
C: -1.749 -1.261 0.153  0.431
C: -0.375 -0.786 -0.167  -0.191
N: 0.757 -1.693 0.006  -0.521
C: 0.639 -0.587 0.919  -0.062
C: 1.529 0.590 0.596  -0.084
O: 1.237 0.985 -0.746  -0.622
C: -0.163 0.232 -1.261  0.860
O: -0.347 0.009 -2.431  -0.478
H: -2.583 -0.671 -0.277  0.140
H: 0.422 -2.556 0.435  0.390
H: 0.333 -0.752 1.954  0.222
H: 1.277 1.426 1.262  0.172
H: 2.593 0.333 0.685  0.211
O: -0.798 2.365 -1.016  -0.938
H: 0.389 2.365 -0.697  0.525
H: -1.216 2.301 -0.151  0.456

charge	0


<a> is preferred energetically. Next in line: 0.0559 hartree higher.


<a>
The following is a DFT calculation (ωB97M-V with the def2-TZVPD basis set) of a 2-piece molecular cluster, C11H15N overall.

Each line ends with the natural charge from an NBO analysis.
CARTESIAN COORDINATES (ANGSTROEM)
C: -2.008 -4.675 1.379  -0.623
C: -1.988 -4.417 -0.156  -0.615
H: -2.149 -3.813 2.028  0.196
H: -2.845 -5.339 1.533  0.224
H: -1.051 -5.130 1.616  0.212
H: -1.158 -4.903 -0.652  0.214
H: -2.016 -3.341 -0.365  0.178
H: -2.882 -4.711 -0.718  0.218
C: 2.693 2.684 -1.285  -0.688
C: -0.444 1.220 0.070  0.208
C: 0.965 1.160 -0.170  -0.160
C: 1.329 2.400 -0.779  0.119
C: 0.206 3.220 -0.816  0.094
C: -0.444 -1.027 0.718  -0.110
C: -1.206 0.149 0.439  -0.196
C: 0.911 -1.055 0.642  -0.234
C: 1.685 0.014 0.178  -0.051
N: -0.821 2.534 -0.294  -0.446
H: -1.069 -1.896 0.879  0.248
H: -2.282 0.213 0.500  0.246
H: 1.433 -1.950 0.963  0.246
H: 2.764 -0.009 0.176  0.242
H: -1.764 2.896 -0.369  0.443
H: 0.086 4.276 -0.995  0.253
H: 2.865 2.466 -2.340  0.275
H: 3.541 2.374 -0.682  0.257
H: 2.843 3.777 -1.381  0.250

charge	+1
multiplicity	2


<b>
The following is a DFT calculation (ωB97M-V with the def2-TZVPD basis set) of a 2-piece molecular cluster, C11H15N overall.

Each line ends with the natural charge from an NBO analysis.
CARTESIAN COORDINATES (ANGSTROEM)
C: -2.077 -2.507 -2.286  -0.619
C: -2.812 -3.322 -3.360  -0.614
H: -2.726 -1.724 -1.896  0.204
H: -1.752 -3.097 -1.428  0.198
H: -1.206 -1.997 -2.717  0.195
H: -3.099 -4.317 -3.021  0.215
H: -2.199 -3.447 -4.245  0.211
H: -3.731 -2.819 -3.668  0.213
C: 0.484 3.097 3.092  -0.672
C: 0.773 1.259 1.298  -0.084
C: 1.189 2.420 1.983  0.104
C: 1.847 0.877 0.468  0.147
C: 2.498 2.725 1.520  0.126
C: -0.426 -0.647 0.520  -0.218
C: 0.635 -0.957 -0.325  -0.093
C: -0.388 0.469 1.332  -0.104
C: 1.836 -0.233 -0.320  -0.200
N: 2.907 1.783 0.678  -0.452
H: -1.333 -1.230 0.465  0.248
H: 0.543 -1.801 -0.996  0.245
H: -1.203 0.710 2.001  0.239
H: 2.698 -0.525 -0.913  0.248
H: -0.052 2.348 3.674  0.254
H: -0.334 3.723 2.725  0.268
H: 3.195 3.514 1.774  0.248
H: 3.586 1.975 -0.048  0.442
H: 1.147 3.722 3.693  0.252

charge	+1
multiplicity	2


<b> is preferred energetically. Next in line: 0.0180 hartree higher.


<a>
The following is a DFT calculation (ωB97M-V with the def2-TZVPD basis set) of a 2-piece molecular cluster, C11H15N overall.

Each line ends with the natural charge from an NBO analysis.
CARTESIAN COORDINATES (ANGSTROEM)
C: -1.322 1.764 -0.910  -0.673
C: 1.843 -0.056 -0.255  0.180
C: 0.868 0.904 0.128  -0.152
C: -0.032 1.034 -0.932  0.121
C: 0.422 0.148 -1.946  0.131
C: 2.926 -0.329 0.539  -0.207
C: 2.861 0.240 1.816  -0.078
C: 0.873 1.454 1.441  -0.060
C: 1.863 1.079 2.316  -0.236
N: 1.590 -0.383 -1.594  -0.460
H: 1.979 -1.177 -2.083  0.444
H: 3.765 -0.940 0.247  0.252
H: 0.153 0.081 -2.987  0.247
H: 3.716 0.059 2.462  0.237
H: -0.039 1.997 1.645  0.234
H: -1.152 2.829 -1.064  0.263
H: -1.825 1.635 0.045  0.249
H: 1.840 1.374 3.346  0.252
H: -2.034 1.426 -1.648  0.252
C: -1.673 -2.124 -0.067  -0.610
C: -2.882 -1.166 -0.158  -0.605
H: -2.074 -3.131 -0.041  0.227
H: -0.921 -1.959 -0.831  0.177
H: -1.227 -1.989 0.922  0.204
H: -3.674 -1.569 0.468  0.225
H: -3.206 -0.971 -1.177  0.205
H: -2.636 -0.228 0.319  0.181

charge	+1
multiplicity	2


<b>
The following is a DFT calculation (ωB97M-V with the def2-TZVPD basis set) of a 2-piece molecular cluster, C11H15N overall.

Each line ends with the natural charge from an NBO analysis.
CARTESIAN COORDINATES (ANGSTROEM)
C: 1.553 0.423 -3.056  -0.629
C: 0.329 0.205 -3.891  -0.625
H: 1.162 0.380 -1.938  0.190
H: 2.160 -0.454 -3.221  0.210
H: 2.169 1.218 -3.466  0.231
H: 0.009 0.954 -4.646  0.225
H: -0.540 -0.125 -3.286  0.190
H: 0.403 -0.740 -4.516  0.209
C: -2.943 -1.167 0.277  -0.696
C: -0.355 -0.413 0.634  -0.142
C: -1.824 -0.390 0.829  0.118
C: 0.100 0.680 1.409  0.183
C: -2.070 0.679 1.723  0.115
C: 0.555 -1.314 0.040  -0.084
C: 1.522 0.967 1.390  -0.210
C: 1.876 -1.103 0.061  -0.248
C: 2.352 0.101 0.626  -0.078
N: -0.890 1.297 2.092  -0.476
H: 0.021 -2.070 -0.618  0.243
H: -3.471 -0.374 -0.307  0.271
H: -3.724 -1.636 0.996  0.283
H: -3.123 1.052 2.051  0.265
H: -0.714 2.192 2.480  0.447
H: 1.861 1.982 1.642  0.243
H: 2.627 -1.600 -0.452  0.248
H: 3.500 0.234 0.766  0.254
H: -2.686 -2.098 -0.386  0.266

charge	+1
multiplicity	2


<a> is preferred energetically. Next in line: 0.0684 hartree higher.


<a>
The following is a DFT calculation (ωB97M-V with the def2-TZVPD basis set) of a 2-piece molecular cluster, C11H15N overall.

Each line ends with the natural charge from an NBO analysis.
CARTESIAN COORDINATES (ANGSTROEM)
C: 3.120 -0.240 0.348  -0.680
C: -0.277 1.282 0.160  0.200
C: 0.857 0.649 0.941  -0.107
C: 1.887 0.519 -0.021  0.091
C: 1.613 1.202 -1.222  0.117
C: -1.392 1.576 0.891  -0.211
C: -1.413 1.313 2.289  -0.064
C: 0.727 0.234 2.257  -0.072
C: -0.377 0.677 2.984  -0.226
N: 0.256 1.599 -1.156  -0.482
H: -0.312 1.505 -1.933  0.430
H: -2.201 2.168 0.437  0.245
H: 2.242 1.303 -2.140  0.267
H: -2.218 1.711 2.759  0.224
H: 1.545 -0.243 2.667  0.230
H: 3.319 -0.730 -0.652  0.249
H: 3.016 -1.079 1.136  0.257
H: -0.563 0.687 4.046  0.254
H: 4.043 0.368 0.593  0.275
C: -1.258 -1.457 -1.264  -0.610
C: -2.150 -2.112 -2.370  -0.617
H: -0.776 -0.567 -1.602  0.161
H: -2.082 -1.302 -0.436  0.213
H: -0.426 -2.103 -0.883  0.213
H: -2.581 -3.032 -1.939  0.218
H: -3.096 -1.605 -2.665  0.219
H: -1.501 -2.323 -3.223  0.207

charge	+1
multiplicity	2


<b>
The following is a DFT calculation (ωB97M-V with the def2-TZVPD basis set) of a 2-piece molecular cluster, C11H15N overall.

Each line ends with the natural charge from an NBO analysis.
CARTESIAN COORDINATES (ANGSTROEM)
C: -1.022 -3.095 -0.427  -0.686
C: -1.286 -0.633 0.241  -0.165
C: -1.156 -1.663 -0.716  0.116
C: -1.096 0.593 -0.408  0.232
C: -0.955 -0.995 -1.949  0.129
C: -1.617 -0.687 1.602  -0.068
C: -1.612 0.518 2.286  -0.233
C: -1.359 1.711 1.625  -0.088
C: -1.135 1.798 0.222  -0.218
N: -1.024 0.320 -1.796  -0.474
H: -1.764 -1.638 2.095  0.238
H: -1.895 0.556 3.327  0.246
H: -1.476 2.648 2.155  0.237
H: -0.490 -3.629 -1.219  0.257
H: -1.915 -3.737 -0.393  0.278
H: -0.975 -1.434 -2.939  0.245
H: -0.467 0.829 -2.477  0.442
H: -1.131 2.818 -0.125  0.258
H: -0.565 -3.211 0.546  0.252
C: 2.126 1.126 0.062  -0.613
C: 3.581 1.124 -0.442  -0.608
H: 1.778 0.099 -0.022  0.188
H: 2.074 1.359 1.120  0.215
H: 1.545 1.826 -0.533  0.188
H: 3.618 1.253 -1.527  0.202
H: 4.080 0.174 -0.268  0.212
H: 4.138 1.971 -0.042  0.217

charge	+1
multiplicity	2


<b> is preferred energetically. Next in line: 0.0538 hartree higher.


<a>
The following is a DFT calculation (ωB97M-V with the def2-TZVPD basis set) of one molecule with the formula C4H8O.

Each line ends with the natural charge from an NBO analysis.
CARTESIAN COORDINATES (ANGSTROEM)
O: 0.302 -0.632 -2.283  -0.718
C: -0.574 -0.231 -1.231  -0.061
C: 0.266 -0.099 0.036  -0.270
C: -0.040 -0.513 1.454  -0.414
C: 0.202 0.934 1.132  -0.420
H: 0.858 0.117 -2.530  0.463
H: -1.314 -1.035 -1.159  0.184
H: -1.100 0.696 -1.504  0.165
H: 1.250 -0.377 -0.329  0.223
H: -1.050 -0.786 1.754  0.212
H: 0.730 -1.061 1.992  0.214
H: -0.661 1.593 1.213  0.211
H: 1.131 1.394 1.455  0.213

charge	0


<b>
The following is a DFT calculation (ωB97M-V with the def2-TZVPD basis set) of a 3-piece molecular cluster, C4H8O overall.

Each line ends with the natural charge from an NBO analysis.
CARTESIAN COORDINATES (ANGSTROEM)
O: 1.765 -0.530 1.424  -0.508
C: 1.900 0.405 0.675  0.280
C: -0.502 0.919 -1.056  -0.217
C: -1.389 0.516 0.089  -0.434
C: -1.044 -0.250 -1.155  -0.162
H: 0.185 -2.111 0.834  0.023
H: 2.473 0.326 -0.272  0.112
H: 1.463 1.400 0.893  0.114
H: 0.114 1.697 -1.482  0.224
H: -0.948 0.212 1.044  0.186
H: -2.381 0.965 0.188  0.179
H: -0.435 -2.384 0.526  -0.025
H: -1.203 -1.164 -1.709  0.229

charge	0


<a> is preferred energetically. Next in line: 0.1175 hartree higher.


<a>
The following is a DFT calculation (ωB97M-V with the def2-TZVPD basis set) of a 2-piece molecular cluster, C4H8O overall.

Each line ends with the natural charge from an NBO analysis.
CARTESIAN COORDINATES (ANGSTROEM)
O: 2.110 1.393 -0.674  -0.944
C: 0.315 -0.854 -0.448  -0.184
C: -0.169 -0.667 0.973  -0.427
C: -1.376 0.095 0.341  -0.423
C: -0.710 -0.187 -0.990  -0.218
H: 2.199 1.270 0.278  0.462
H: 1.193 -1.348 -0.855  0.219
H: 0.472 -0.060 1.624  0.199
H: -0.428 -1.588 1.505  0.212
H: -1.465 1.148 0.632  0.206
H: -2.344 -0.394 0.483  0.209
H: 1.192 1.144 -0.857  0.477
H: -0.989 0.047 -2.014  0.211

charge	0


<b>
The following is a DFT calculation (ωB97M-V with the def2-TZVPD basis set) of a 2-piece molecular cluster, C4H8O overall.

Each line ends with the natural charge from an NBO analysis.
CARTESIAN COORDINATES (ANGSTROEM)
C: -0.655 0.041 2.565  -0.383
C: -1.497 -0.957 2.624  -0.402
H: 0.072 -0.008 1.748  0.206
H: -0.585 0.932 3.174  0.195
H: -1.550 -1.671 1.732  0.192
H: -2.444 -0.974 3.208  0.192
O: 1.503 -0.279 -0.551  -0.536
C: 1.150 -0.341 -1.718  0.422
C: 0.774 0.960 -2.432  -0.730
H: 1.041 -1.343 -2.204  0.125
H: -0.104 0.631 -3.113  0.231
H: 1.491 1.129 -3.227  0.234
H: 0.803 1.879 -1.806  0.253

charge	0


<c>
The following is a DFT calculation (ωB97M-V with the def2-TZVPD basis set) of a 2-piece molecular cluster, C4H8O overall.

Each line ends with the natural charge from an NBO analysis.
CARTESIAN COORDINATES (ANGSTROEM)
C: 1.404 -0.011 -0.242  -0.491
C: 0.854 0.278 1.134  -0.468
C: 0.060 -0.450 0.128  0.341
C: -1.684 0.770 -0.652  -0.646
O: -0.356 -1.753 0.216  -0.728
H: 1.604 0.746 -1.103  0.220
H: 2.185 -0.754 -0.120  0.217
H: 1.389 -0.236 1.977  0.224
H: 0.561 1.282 1.342  0.217
H: -2.380 -0.110 -0.483  0.207
H: -1.365 0.988 -1.734  0.211
H: -1.499 1.435 0.153  0.202
H: -0.774 -2.184 -0.618  0.493

charge	0


<d>
The following is a DFT calculation (ωB97M-V with the def2-TZVPD basis set) of a 2-piece molecular cluster, C4H8O overall.

Each line ends with the natural charge from an NBO analysis.
CARTESIAN COORDINATES (ANGSTROEM)
C: 1.026 1.062 0.888  -0.657
C: 0.872 0.276 -0.384  -0.176
C: 0.817 -1.053 -0.452  -0.408
C: -2.072 -0.428 -0.361  0.285
O: -2.496 -0.816 -1.419  -0.516
H: 2.059 1.413 1.007  0.226
H: 0.776 0.454 1.764  0.212
H: 0.384 1.951 0.888  0.216
H: -1.862 0.643 -0.157  0.106
H: 0.793 0.852 -1.307  0.201
H: 0.683 -1.571 -1.398  0.211
H: 0.889 -1.672 0.442  0.191
H: -1.869 -1.110 0.489  0.109

charge	0


<d> is preferred energetically. Next in line: 0.0035 hartree higher.